{
  "formula": "C4H8O4Rb",
  "method": "ωB97M-V with the def2-TZVPD basis set",
  "symbols": ["Rb", "C", "C", "C", "O", "H", "H", "H", "H", "H", "H", "H", "O", "C", "O", "O", "H"],
  "coordinates": [[3.23449, -2.35417, 1.81806], [-3.90809, -2.26049, -0.13803], [-2.77355, -1.15589, -0.14953], [-3.41401, 0.21712, -0.44608], [-1.66417, -1.15055, 0.68867], [-3.53882, -3.15667, 0.36058], [-4.18289, -2.57050, -1.14623], [-4.86296, -1.84874, 0.18874], [-2.34813, -1.40812, -1.12087], [-4.14385, 0.20912, -1.25564], [-2.59055, 0.91826, -0.58172], [-3.97280, 0.57814, 0.41735], [6.80502, 3.62306, 0.90825], [6.70002, 2.44675, 0.30252], [6.22848, 1.50657, 0.90366], [7.14625, 2.44824, -0.89724], [7.28548, 3.95779, 0.14752]],
  "atomic_forces_ev_per_a": [[-0.21, 0.47, -0.23], [0.31, 0.54, 0.33], [1.43, -0.41, -1.54], [0.14, -0.01, 1.22], [-1.80, -0.20, 0.51], [-0.37, 0.07, 0.44], [0.44, 0.05, -0.43], [-0.10, -0.28, 1.02], [0.29, -0.02, -1.05], [0.24, -0.07, -0.42], [-0.15, 0.11, -0.39], [-0.09, 0.05, 0.42], [0.29, 1.72, 0.96], [0.41, -2.06, -2.80], [-1.20, -1.85, 1.58], [-0.07, 0.23, 0.52], [0.44, 1.64, -0.16]],
  "e_lumo_ev": 0.18,
  "gap_ev": 3.048,
  "total_charge": -1,
  "energy_ev": -13121.531
}